Density functional theory data (wB97M-V/def2-TZVPD) for a structure of composition C34H36FMnN8O2S at a distorted geometry.

Last column: Mulliken spin population.
Atoms and positions in Å:
Mn1 -0.503 0.534 0.151  3.061
C1 -3.989 5.693 4.117  0.000
C2 -2.748 5.245 3.373  0.000
C3 -2.449 5.771 2.115  0.000
C4 -1.270 5.394 1.443  0.000
C5 -0.425 4.468 2.053  0.003
C6 -0.710 3.964 3.314  -0.002
C7 -1.880 4.360 3.968  -0.001
S1 0.877 3.734 1.048  0.005
O1 1.802 3.085 1.927  0.003
O2 1.361 4.711 0.094  -0.001
N1 0.019 2.588 0.238  0.001
C8 -0.816 2.943 -0.812  -0.031
C9 -0.937 4.157 -1.531  0.001
C10 -1.638 4.190 -2.717  0.005
C11 -2.271 3.044 -3.139  -0.001
C12 -2.246 1.933 -2.326  0.012
N2 -1.527 1.861 -1.177  -0.049
H1 -3.745 5.673 5.166  0.000
H2 -4.866 5.124 3.906  0.000
H3 -4.172 6.727 3.849  0.000
H4 -3.155 6.478 1.626  0.000
H5 -1.055 5.752 0.444  0.000
H6 -0.113 3.169 3.708  -0.001
H7 -2.160 4.065 4.994  0.000
H8 -0.344 4.961 -1.129  0.000
H9 -1.617 5.069 -3.333  0.000
H10 -2.737 3.000 -4.127  0.000
H11 -2.758 0.975 -2.598  0.002
C13 0.657 -2.889 1.018  0.001
C14 1.509 -1.691 1.276  0.001
N3 1.181 -0.431 0.965  -0.070
C15 2.280 0.392 1.199  0.027
C16 3.242 -0.382 1.714  -0.010
N4 2.747 -1.691 1.802  0.006
C17 3.424 -2.793 2.450  -0.001
N5 3.144 -4.080 1.862  0.000
N6 2.243 -4.905 2.463  0.000
N7 2.135 -5.960 1.716  0.000
C18 2.949 -5.831 0.613  0.000
C19 3.269 -6.797 -0.391  0.000
C20 4.182 -6.373 -1.359  0.000
C21 4.687 -5.028 -1.334  0.000
C22 4.410 -4.146 -0.367  0.000
C23 3.585 -4.622 0.667  0.000
H12 -0.272 -2.560 0.503  -0.003
H13 0.426 -3.456 1.921  0.001
H14 1.223 -3.560 0.397  0.001
H15 2.267 1.462 1.071  0.011
H16 4.254 -0.165 1.998  0.000
H17 3.210 -2.865 3.496  0.000
H18 4.506 -2.641 2.329  0.000
H19 2.723 -7.706 -0.393  0.000
H20 4.449 -7.013 -2.242  0.000
H21 5.246 -4.687 -2.191  0.000
H22 4.827 -3.120 -0.415  0.000
C24 1.566 -2.070 -2.586  0.009
H23 1.959 -2.584 -1.729  -0.002
H24 2.403 -1.676 -3.144  0.002
H25 1.018 -2.819 -3.190  0.000
F1 -2.545 1.020 -6.425  0.000
C25 -1.719 0.499 -5.517  -0.001
C26 -2.056 -0.740 -5.013  0.001
C27 -1.302 -1.268 -3.975  -0.003
C28 -0.274 -0.489 -3.431  -0.018
C29 0.532 -0.976 -2.242  0.088
C30 0.059 0.723 -4.035  -0.003
C31 -0.636 1.205 -5.105  0.000
H26 -2.898 -1.235 -5.501  0.000
H27 -1.470 -2.254 -3.630  0.000
H28 -0.130 -1.462 -1.526  -0.036
H29 1.043 -0.086 -1.769  -0.002
H30 0.901 1.262 -3.630  -0.004
H31 -0.392 2.136 -5.649  0.000
C32 -3.063 -1.747 3.471  0.001
C33 -3.699 -1.688 2.061  0.000
C34 -2.671 -1.139 1.234  0.061
N8 -1.755 -0.763 0.675  -0.073
H32 -3.766 -2.141 4.209  0.000
H33 -2.778 -0.730 3.809  0.000
H34 -2.164 -2.341 3.446  0.000
H35 -4.629 -1.072 2.032  0.000
H36 -3.967 -2.693 1.748  0.004

## Properties
Electronic energy   -96724.49862 eV
HOMO (spin up / spin down)   -10.72 / -10.76 eV
Energy relative to the best compared isomer or geometry (same formula, charge and spin)   26.9 kcal/mol
Net charge   +1
2S+1   4

Density functional theory data (wB97M-V/def2-TZVPD) for a cluster of 2 separate species, C37H38N2O4 in total at a distorted geometry.

Last column: Löwdin charge in e.
Atoms and positions in Å:
H1 5.995 -4.754 -0.452  0.036
N1 5.749 -4.060 0.299  0.077
C1 4.619 -4.570 0.917  -0.309
C2 3.892 -5.985 0.470  -0.078
C3 3.975 -3.757 2.186  -0.144
C4 3.942 -2.126 2.017  -0.025
C5 5.232 -1.211 2.560  -0.073
C6 6.515 -2.005 3.205  -0.248
C7 6.635 -1.918 4.838  -0.140
C8 5.139 0.436 2.417  0.048
C9 3.844 1.172 1.716  -0.087
C10 3.858 2.809 1.605  -0.140
C11 3.531 3.868 2.817  -0.025
C12 3.632 5.517 2.559  -0.075
C13 4.045 6.182 1.101  -0.072
C14 4.374 5.113 -0.121  -0.071
C15 4.270 3.497 0.137  -0.017
C16 2.608 0.261 1.142  0.024
C17 2.629 -1.403 1.308  0.032
C18 1.311 -2.257 0.743  -0.193
O1 1.354 -3.526 0.329  -0.060
C19 -0.172 -1.508 0.707  -0.021
C20 -1.554 -2.427 0.884  0.012
C21 -2.974 -1.579 0.830  -0.011
C22 -3.050 0.083 0.660  -0.063
C23 -4.578 0.712 0.630  -0.205
N2 -5.384 -0.037 -0.453  -0.168
C24 -4.744 0.148 -1.813  -0.140
C25 -1.664 1.009 0.531  0.006
C26 -1.716 2.653 0.409  -0.311
C27 -2.661 3.363 1.593  -0.098
C28 -2.118 3.170 -1.114  -0.217
C29 -1.675 4.782 -1.154  -0.136
C30 -0.230 0.155 0.535  0.033
C31 1.260 0.879 0.368  -0.173
O2 1.495 1.952 -0.408  -0.051
H2 3.635 -6.651 1.406  0.087
H3 4.568 -6.608 -0.270  0.082
H4 2.914 -5.682 -0.117  0.082
H5 4.588 -4.082 3.155  0.121
H6 2.869 -4.150 2.365  0.118
H7 7.487 -1.463 2.773  0.119
H8 6.617 -3.134 2.836  0.103
H9 6.332 -2.960 5.315  0.079
H10 5.997 -1.017 5.225  0.080
H11 7.795 -1.769 5.077  0.085
H12 6.052 1.071 2.803  0.108
H13 3.224 3.480 3.893  0.090
H14 3.418 6.232 3.486  0.080
H15 4.124 7.328 0.875  0.078
H16 4.707 5.515 -1.184  0.085
H17 4.518 2.776 -0.750  0.095
H18 -1.505 -3.587 1.035  0.098
H19 -3.966 -2.235 0.931  0.095
H20 -5.162 0.479 1.644  0.136
H21 -4.629 1.842 0.329  0.104
H22 -5.512 -1.040 -0.195  0.079
H23 -3.823 -0.567 -2.002  0.098
H24 -4.289 1.251 -1.815  0.082
H25 -5.506 0.127 -2.716  0.067
H26 -0.623 3.090 0.607  0.123
H27 -2.068 4.204 2.162  0.089
H28 -3.590 3.835 1.015  0.077
H29 -3.134 2.551 2.322  0.085
H30 -3.265 3.122 -1.345  0.090
H31 -1.447 2.642 -1.947  0.129
H32 -0.622 4.897 -0.612  0.088
H33 -1.675 5.229 -2.237  0.078
H34 -2.468 5.322 -0.445  0.075
O3 -8.517 -4.035 -6.396  0.101
C32 -7.779 -3.124 -6.046  -0.384
C33 -6.326 -3.174 -6.303  0.022
C34 -5.519 -2.180 -5.919  0.026
C35 -6.046 -0.989 -5.223  -0.382
O4 -5.307 -0.079 -4.873  0.074
C36 -7.499 -0.939 -4.966  0.023
C37 -8.306 -1.934 -5.351  0.023
H35 -5.954 -4.054 -6.815  0.123
H36 -4.451 -2.201 -6.098  0.124
H37 -7.870 -0.060 -4.454  0.124
H38 -9.373 -1.912 -5.171  0.123

## Properties
Electronic energy   -50122.86171 eV
HOMO   -8.32 eV
SMILES   [H]/N=C(\C)Cc1c(CC)cc(-c2ccccc2)c2c1C(=O)c1ccc(CNC)c([C@H](C)CC)c1C2=O.O=C1C=CC(=O)C=C1
2S+1   1

Density functional theory data (wB97M-V/def2-TZVPD) for an isolated molecule of C33H32N2O4 at a distorted geometry.

Last column: Löwdin charge in e.
Atoms and positions in Å:
C1 -0.810 -2.517 -3.879  -0.080
C2 -0.575 -1.034 -3.719  -0.212
O1 0.385 -0.900 -2.593  0.000
C3 0.399 0.418 -2.256  -0.407
O2 -0.041 1.247 -3.034  0.082
C4 1.238 0.779 -0.965  -0.158
C5 2.102 2.030 -1.475  -0.102
C6 1.462 3.185 -1.923  -0.020
C7 2.106 4.412 -2.064  0.026
C8 3.472 4.475 -1.785  -0.156
N1 4.138 5.759 -1.899  -0.309
O3 5.366 5.810 -1.646  0.045
O4 3.477 6.772 -2.243  0.047
C9 4.212 3.304 -1.510  0.025
C10 3.522 2.075 -1.402  -0.006
C11 0.714 0.856 0.355  -0.197
C12 -0.331 -0.150 0.916  -0.017
C13 -1.292 -0.724 0.195  -0.102
N2 -2.125 -1.690 0.668  -0.143
C14 -3.149 -2.267 -0.184  -0.123
C15 -4.247 -1.297 -0.595  -0.207
C16 -4.870 -1.462 -1.840  -0.051
C17 -5.853 -0.565 -2.259  -0.085
C18 -6.235 0.487 -1.420  -0.093
C19 -5.655 0.628 -0.155  -0.077
C20 -4.672 -0.278 0.264  -0.033
C21 -2.016 -2.154 2.053  -0.117
C22 -0.645 -2.660 2.450  -0.232
C23 -0.151 -2.379 3.739  -0.056
C24 1.150 -2.722 4.080  -0.090
C25 1.972 -3.385 3.163  -0.083
C26 1.447 -3.753 1.905  -0.075
C27 0.147 -3.391 1.564  -0.045
C28 1.785 0.951 1.570  -0.118
C29 3.149 0.650 1.402  -0.036
C30 4.091 1.014 2.398  -0.077
C31 3.699 1.549 3.616  -0.097
C32 2.337 1.587 3.851  -0.087
C33 1.394 1.289 2.864  -0.050
H1 -1.513 -2.723 -4.708  0.086
H2 0.136 -3.033 -4.119  0.082
H3 -1.207 -2.955 -2.938  0.067
H4 -0.172 -0.598 -4.655  0.133
H5 -1.540 -0.531 -3.492  0.127
H6 1.893 -0.052 -0.993  0.127
H7 0.392 3.158 -1.993  0.110
H8 1.558 5.314 -2.309  0.121
H9 5.288 3.443 -1.327  0.122
H10 4.115 1.215 -1.096  0.099
H11 0.122 1.766 0.165  0.156
H12 -0.323 -0.257 1.989  0.075
H13 -1.453 -0.372 -0.831  0.136
H14 -3.581 -3.122 0.361  0.130
H15 -2.685 -2.664 -1.102  0.108
H16 -4.566 -2.307 -2.463  0.111
H17 -6.312 -0.697 -3.238  0.102
H18 -6.983 1.200 -1.759  0.100
H19 -5.962 1.437 0.507  0.103
H20 -4.234 -0.186 1.261  0.113
H21 -2.292 -1.327 2.727  0.123
H22 -2.755 -2.968 2.174  0.132
H23 -0.801 -1.853 4.444  0.114
H24 1.535 -2.465 5.078  0.108
H25 2.994 -3.645 3.424  0.097
H26 2.069 -4.311 1.202  0.102
H27 -0.252 -3.655 0.573  0.121
H28 3.525 0.183 0.483  0.094
H29 5.163 0.927 2.166  0.107
H30 4.426 1.832 4.359  0.100
H31 1.979 1.927 4.813  0.100
H32 0.338 1.367 3.085  0.111

## Properties
Electronic energy   -45905.56367 eV
HOMO   -7.78 eV
Energy relative to the best compared isomer or geometry (same formula, charge and spin)   48.8 kcal/mol
SMILES   CCOC(=O)[C@@H](c1ccc([N+](=O)[O-])cc1)[C@@H](/C=C/N(Cc1ccccc1)Cc1ccccc1)c1ccccc1
2S+1   1